[1]
{
  "formula": "C24H29N7RuS2Si",
  "method": "ωB97M-V/def2-TZVPD",
  "s2": 6.07,
  "lumo_ev": [-6.269, -8.137],
  "e_above_lowest_kcal_mol": 40.3,
  "total_energy_ha": -2495.44717,
  "total_charge": 2,
  "homo_ha": [-0.50441, -0.50793],
  "multiplicity": 5,
  "symbols": ["Ru", "C", "C", "N", "N", "C", "N", "S", "C", "C", "C", "C", "C", "N", "H", "H", "H", "H", "H", "H", "H", "H", "H", "N", "C", "N", "C", "C", "C", "C", "C", "C", "S", "H", "H", "H", "H", "H", "H", "C", "Si", "C", "C", "N", "C", "C", "C", "C", "C", "C", "H", "H", "H", "H", "H", "H", "H", "H", "H", "H", "H", "H", "H", "H"],
  "positions_angstrom": [[11.51373, 11.20160, 8.47369], [10.35562, 15.48757, 9.13191], [10.96935, 14.12396, 8.97676], [10.33861, 12.96208, 8.90768], [8.95216, 13.04332, 8.62624], [8.08417, 12.84837, 9.60386], [6.80908, 13.01780, 9.24850], [8.68456, 12.76389, 11.28151], [12.45307, 13.96032, 9.05033], [13.33995, 15.04331, 9.19266], [14.69262, 14.83410, 9.16973], [15.19608, 13.57050, 9.05638], [14.25926, 12.52662, 8.95478], [12.95271, 12.71547, 8.90607], [10.60142, 16.01915, 10.10574], [9.28550, 15.44511, 9.06277], [10.78293, 16.16512, 8.39186], [6.68422, 13.17767, 8.28537], [6.06036, 13.03336, 9.94837], [12.96348, 16.07228, 9.29139], [15.35387, 15.64052, 9.24169], [16.24649, 13.27217, 8.94739], [14.67314, 11.56245, 8.85192], [13.15922, 10.25645, 5.75509], [13.22765, 9.41281, 6.81592], [12.77543, 9.61719, 7.98704], [13.20834, 8.66935, 8.92214], [13.04503, 8.77333, 10.32085], [13.57596, 7.80454, 11.13929], [14.26459, 6.73831, 10.55423], [14.40486, 6.61017, 9.19035], [13.94147, 7.63807, 8.37661], [13.97103, 7.79848, 6.60884], [12.51196, 11.06188, 5.78675], [13.52698, 9.89158, 4.88132], [12.48675, 9.64899, 10.69447], [13.45290, 7.85277, 12.24208], [14.63582, 5.88468, 11.21644], [15.00558, 5.79096, 8.77332], [9.73434, 8.68470, 5.72264], [9.27828, 10.24871, 6.56502], [7.42938, 10.58147, 6.22065], [10.18163, 11.72043, 5.86144], [9.75187, 10.07243, 8.30188], [9.09954, 9.72154, 9.43475], [7.70776, 9.35571, 9.31176], [7.00753, 9.19311, 10.45880], [7.60188, 9.33466, 11.75912], [9.01744, 9.46636, 11.86943], [9.68865, 9.88146, 10.73477], [10.47876, 8.95900, 4.95980], [8.84511, 8.34303, 5.25031], [10.20761, 7.85010, 6.25889], [7.25381, 10.98636, 5.22013], [7.05060, 11.25614, 6.98331], [6.88929, 9.58594, 6.26728], [10.66853, 11.43549, 4.90634], [10.94800, 12.27498, 6.40617], [9.50478, 12.51661, 5.65473], [7.40424, 9.29293, 8.23722], [5.94520, 9.04475, 10.45762], [6.98665, 9.25921, 12.63792], [9.49208, 9.42425, 12.82346], [10.71882, 10.27280, 10.80855]],
  "atomic_forces_ev_per_a": [[-0.86, 1.11, 0.47], [0.68, 0.36, 0.72], [0.14, -1.73, 1.06], [-0.18, 1.82, -0.68], [0.55, -0.51, 0.62], [2.07, 1.06, 0.10], [-0.54, -0.73, 2.11], [-0.86, -0.07, -0.65], [0.46, 1.22, -0.16], [-1.84, 0.17, 0.02], [0.36, -0.37, 0.06], [-0.52, -1.75, -0.40], [1.29, 1.39, -0.10], [-0.73, -0.75, 0.00], [-0.10, -1.12, -0.83], [-0.38, 0.04, -0.25], [-0.24, -0.08, -0.29], [-0.74, 0.31, -1.00], [0.54, -0.02, -0.81], [0.10, -0.67, -0.04], [0.81, 1.24, 0.08], [-0.43, 0.59, 0.34], [-0.16, -1.27, -0.12], [-0.40, -0.10, 0.47], [0.82, -1.56, -2.33], [-0.74, 1.26, 1.79], [0.11, 0.24, 1.03], [-0.53, 0.88, -0.88], [-0.04, -0.09, 0.66], [0.18, -1.81, 1.39], [1.08, -0.14, -0.50], [-0.52, -0.60, -0.54], [0.19, 0.92, 0.70], [0.80, -0.92, -0.31], [-0.35, 0.53, 0.13], [0.53, -0.63, 0.02], [0.14, 0.00, -0.98], [-0.43, 1.45, -1.01], [-0.49, 0.29, 0.19], [1.62, -0.07, -0.05], [-1.14, -0.17, 0.41], [0.36, -1.46, 0.40], [1.21, -0.17, -0.51], [0.71, 0.48, 0.79], [-0.32, 0.87, -1.02], [1.61, 0.03, -0.87], [-0.58, 0.52, 1.44], [1.12, -0.83, -1.37], [-1.63, 1.06, -0.86], [0.73, -0.83, -0.37], [-0.33, -0.19, -0.15], [-0.63, -0.54, -0.63], [-0.36, 0.36, 0.22], [0.17, 0.06, 0.14], [-0.32, 0.07, -0.06], [0.36, 1.20, 0.00], [-0.42, 0.08, 0.33], [0.34, -0.09, 0.42], [-0.86, 0.50, -0.27], [-0.50, -0.21, 1.57], [-0.36, -0.21, -0.22], [-0.10, -0.16, 0.14], [0.25, 0.18, 0.50], [-0.69, -0.45, -0.05]]
}



[2]
{
  "formula": "C24H30AsN6O2PtS2",
  "method": "ωB97M-V/def2-TZVPD",
  "lumo_ev": -11.253,
  "e_above_lowest_kcal_mol": 11.8,
  "total_energy_ha": -4562.12718,
  "total_charge": 3,
  "homo_ha": -0.62533,
  "symbols": ["Pt", "C", "C", "C", "N", "N", "C", "N", "S", "H", "H", "H", "H", "H", "H", "H", "S", "C", "N", "C", "C", "N", "H", "H", "H", "H", "H", "H", "C", "As", "C", "C", "C", "C", "C", "C", "C", "C", "H", "H", "H", "H", "H", "H", "H", "H", "H", "H", "H", "H", "H", "O", "C", "N", "C", "O", "C", "C", "C", "C", "C", "C", "H", "H", "H", "H"],
  "positions_angstrom": [[0.38034, -0.19519, 0.24346], [4.30804, -5.37066, 0.47010], [3.55902, -4.36625, 1.34103], [3.19104, -3.11040, 0.61916], [2.15704, -2.39263, 0.87361], [2.08739, -1.26094, 0.08101], [3.10736, -1.13759, -0.77228], [3.31217, -0.11561, -1.60651], [4.19703, -2.46249, -0.64650], [4.57920, -6.24059, 1.06379], [5.24074, -4.95550, 0.08141], [3.70266, -5.71191, -0.36964], [4.17293, -4.07573, 2.19825], [2.63840, -4.79078, 1.74310], [3.02578, 0.82248, -1.31761], [4.15535, -0.13518, -2.16249], [0.02421, -1.37019, 2.22906], [-1.39096, -0.69951, 3.04423], [-1.95920, 0.48018, 2.94883], [-2.96568, 0.69185, 4.01095], [-2.94834, -0.65754, 4.76391], [-1.91382, -1.41291, 4.02680], [-1.74750, 1.12768, 2.20438], [-3.93720, 0.92269, 3.58095], [-2.65109, 1.51974, 4.64281], [-3.89667, -1.18659, 4.69893], [-2.67162, -0.55162, 5.80975], [-1.55727, -2.31225, 4.31278], [-2.95767, -1.45082, 0.11258], [-1.19449, -1.91909, -0.48212], [-0.84659, -3.75814, -0.06649], [-1.25824, -1.67214, -2.41097], [-0.96482, -0.24106, -2.78486], [-1.99397, 0.68297, -2.93114], [-1.70519, 1.99142, -3.29631], [-0.39141, 2.37675, -3.54185], [0.63448, 1.45097, -3.41410], [0.35212, 0.15035, -3.01568], [-3.62769, -2.08258, -0.47348], [-3.15272, -0.40114, -0.09818], [-3.09404, -1.66871, 1.16896], [-1.66665, -4.32166, -0.51649], [-0.82102, -3.91302, 1.00707], [0.09690, -4.06172, -0.51569], [-2.28361, -1.95655, -2.65924], [-0.57777, -2.37515, -2.89059], [-3.02586, 0.38104, -2.79134], [-2.51175, 2.70068, -3.42837], [-0.17606, 3.38428, -3.87289], [1.64924, 1.73541, -3.66214], [1.14841, -0.58625, -2.98995], [2.91633, 2.69171, -0.95359], [1.79457, 2.83419, -0.56857], [0.95811, 1.74282, -0.16282], [-0.27203, 2.21338, 0.06094], [-1.11977, 1.27733, 0.37401], [-0.36423, 3.64940, -0.08514], [-1.39057, 4.56259, 0.06852], [-1.08343, 5.90259, -0.16292], [0.19680, 6.29231, -0.54103], [1.23047, 5.36223, -0.70409], [0.92789, 4.04458, -0.46446], [-2.39191, 4.26291, 0.34689], [-1.85212, 6.65444, -0.04822], [0.39547, 7.34145, -0.71550], [2.22342, 5.66964, -1.00404]],
  "atomic_forces_ev_per_a": [[-0.33, 0.42, 0.44], [0.03, -0.02, 0.00], [-0.04, 0.03, -0.01], [0.02, -0.05, 0.04], [-0.18, -0.01, -0.16], [-0.07, -0.35, -0.16], [0.16, 0.33, 0.04], [-0.07, -0.08, 0.21], [0.00, -0.01, -0.01], [-0.01, 0.00, 0.00], [0.00, 0.00, 0.01], [0.00, 0.01, 0.00], [0.02, -0.01, -0.01], [0.01, -0.01, 0.02], [0.01, 0.05, -0.14], [0.02, 0.03, 0.01], [-0.30, -0.06, -0.06], [0.21, 0.04, 0.21], [-0.05, -0.08, -0.14], [0.01, 0.00, 0.02], [-0.03, -0.03, -0.03], [0.11, 0.03, -0.02], [0.00, 0.08, -0.01], [0.00, -0.03, -0.02], [-0.02, 0.01, 0.00], [-0.01, 0.01, 0.03], [0.03, 0.00, -0.01], [-0.06, -0.02, 0.03], [0.07, -0.01, 0.11], [0.10, -0.05, -0.13], [0.11, 0.02, -0.05], [0.04, 0.13, 0.02], [-0.02, -0.04, 0.00], [0.02, 0.06, 0.09], [-0.01, 0.00, 0.01], [-0.02, -0.04, 0.02], [0.01, 0.03, -0.01], [-0.02, -0.05, -0.23], [-0.05, 0.03, 0.01], [0.01, 0.00, -0.02], [0.01, -0.01, -0.01], [0.00, -0.01, -0.01], [-0.02, 0.00, 0.01], [-0.01, 0.01, 0.01], [0.01, -0.04, -0.07], [0.04, -0.03, 0.09], [0.00, -0.01, -0.01], [0.00, 0.00, -0.01], [0.00, 0.00, 0.00], [0.02, -0.01, 0.03], [-0.02, 0.02, 0.04], [0.04, 0.01, 0.02], [-0.12, -0.10, -0.14], [-0.02, 0.03, -0.07], [-0.13, -0.40, 0.05], [0.45, 0.13, 0.00], [-0.04, 0.00, 0.00], [-0.01, -0.02, -0.03], [0.00, -0.01, 0.01], [0.00, 0.01, -0.01], [0.02, 0.02, 0.00], [0.05, 0.05, 0.00], [0.00, -0.01, 0.01], [-0.01, -0.01, -0.01], [0.01, 0.00, 0.00], [0.00, 0.00, 0.01]]
}



[3]
{
  "formula": "C24H30BF22O12",
  "method": "ωB97M-V/def2-TZVPD",
  "lumo_ev": 2.245,
  "e_above_lowest_kcal_mol": 0.6,
  "total_energy_ha": -4057.75098,
  "total_charge": -1,
  "homo_ha": -0.30064,
  "symbols": ["B", "F", "F", "F", "F", "C", "C", "O", "C", "O", "C", "F", "F", "F", "H", "H", "H", "H", "H", "C", "C", "O", "C", "O", "C", "F", "F", "F", "H", "H", "H", "H", "H", "C", "C", "O", "C", "O", "C", "F", "F", "F", "H", "H", "H", "H", "H", "C", "C", "O", "C", "O", "C", "F", "F", "F", "H", "H", "H", "H", "H", "C", "C", "O", "C", "O", "C", "F", "F", "F", "H", "H", "H", "H", "H", "C", "C", "O", "C", "O", "C", "F", "F", "F", "H", "H", "H", "H", "H"],
  "positions_angstrom": [[-0.27009, -0.16278, 0.63996], [0.41671, 1.03765, 0.42261], [-0.08981, -1.05679, -0.43147], [0.19513, -0.79542, 1.82721], [-1.65348, 0.09189, 0.82352], [-1.98645, 0.72761, -3.48142], [-2.53204, -0.16704, -2.37015], [-3.57969, -0.98293, -2.90757], [-4.21433, -1.78975, -2.08236], [-4.02472, -1.89456, -0.91050], [-5.29604, -2.63451, -2.77867], [-5.22098, -3.90469, -2.35781], [-6.51738, -2.19576, -2.42022], [-5.21060, -2.62770, -4.10283], [-2.70520, 1.53226, -3.65109], [-1.81274, 0.21682, -4.42785], [-1.03716, 1.15950, -3.16428], [-2.91573, 0.52172, -1.61555], [-1.76810, -0.77957, -1.89365], [-1.99805, -7.13729, -2.22220], [-2.42901, -5.69635, -2.40314], [-1.50652, -5.02561, -3.29301], [-1.06591, -3.83276, -2.92308], [-1.22798, -3.28266, -1.88111], [-0.18451, -3.15801, -3.99642], [0.98590, -2.81405, -3.47581], [0.01587, -3.90618, -5.08365], [-0.81855, -2.03088, -4.37404], [-0.93772, -7.17868, -1.98328], [-2.21395, -7.74434, -3.10253], [-2.56602, -7.56641, -1.39577], [-2.41468, -5.19816, -1.43540], [-3.39486, -5.61535, -2.89507], [3.64097, -2.01031, 0.94005], [2.35670, -2.65728, 0.49714], [2.61954, -3.99456, 0.02403], [1.64846, -4.87404, -0.01822], [0.48891, -4.69664, 0.20260], [2.18433, -6.24494, -0.46751], [1.36887, -6.81499, -1.35727], [3.40859, -6.20985, -0.98229], [2.22222, -7.06072, 0.61170], [4.30504, -1.76781, 0.10565], [4.21455, -2.64903, 1.61649], [3.41348, -1.07526, 1.44907], [1.86075, -2.06260, -0.26651], [1.65408, -2.69548, 1.33024], [2.17710, 4.48380, -4.52754], [1.25028, 4.20672, -3.36110], [1.35456, 2.86432, -2.90602], [2.33394, 2.59191, -2.05998], [3.05933, 3.39658, -1.55415], [2.49597, 1.06987, -1.86613], [2.77304, 0.75681, -0.61243], [1.43037, 0.40579, -2.27563], [3.56294, 0.70696, -2.62261], [3.20555, 4.32922, -4.19473], [2.05199, 5.50263, -4.88776], [1.98512, 3.79209, -5.34824], [0.21206, 4.36806, -3.65092], [1.44838, 4.87450, -2.51953], [-2.40426, 3.04068, 4.02003], [-2.16376, 1.56419, 3.78649], [-1.53706, 1.04537, 4.96955], [-1.36755, -0.26709, 4.99978], [-1.79177, -1.05608, 4.21642], [-0.45133, -0.68113, 6.16559], [-0.84512, -1.84187, 6.70206], [0.79157, -0.82551, 5.72001], [-0.43922, 0.22564, 7.16043], [-1.48323, 3.59626, 4.18522], [-3.04471, 3.23382, 4.88502], [-2.91258, 3.43556, 3.13778], [-1.50120, 1.44824, 2.92680], [-3.07989, 1.02993, 3.54284], [2.57468, 6.88718, 5.18001], [1.82616, 7.10412, 3.88602], [2.21799, 6.16464, 2.86500], [1.54488, 5.02395, 2.83435], [0.80267, 4.62669, 3.68127], [1.79046, 4.21225, 1.54898], [2.34435, 4.94803, 0.58430], [2.60444, 3.19287, 1.84005], [0.63904, 3.73041, 1.09389], [2.15029, 6.04076, 5.72740], [2.49666, 7.74229, 5.85193], [3.62890, 6.64588, 5.04378], [2.10717, 8.05631, 3.43916], [0.75396, 7.03162, 4.05407]],
  "atomic_forces_ev_per_a": [[-0.64, -0.68, 0.80], [-0.08, 0.10, -0.09], [0.06, 0.33, -0.14], [0.28, 0.33, -0.22], [0.25, 0.26, -0.28], [-0.27, -0.17, 0.03], [0.93, 0.99, 0.17], [-0.62, -0.29, -0.78], [0.64, 0.37, 0.44], [-0.29, -0.19, 0.21], [-0.17, -0.08, 0.44], [0.13, -0.06, -0.13], [0.07, 0.16, -0.22], [-0.08, -0.01, -0.28], [0.11, 0.06, -0.17], [-0.05, -0.17, 0.10], [-0.05, 0.02, 0.12], [-0.25, -0.47, 0.27], [-0.11, -0.16, -0.08], [-0.23, 0.02, -0.17], [0.21, -0.22, 0.24], [0.05, -0.04, -0.46], [0.48, -0.24, 0.35], [-0.36, 0.16, 0.01], [-0.63, 0.16, 0.12], [0.22, -0.08, -0.07], [0.13, 0.02, -0.02], [0.19, -0.11, -0.19], [-0.03, -0.08, 0.03], [0.19, 0.06, -0.07], [0.06, 0.02, 0.06], [-0.16, 0.21, -0.14], [-0.14, 0.02, 0.24], [0.59, -0.12, -0.18], [-0.60, 0.69, 0.64], [0.75, -0.33, -0.11], [-0.19, 0.81, -0.45], [-0.15, -0.35, 0.16], [-0.01, -0.38, 0.62], [-0.04, 0.06, -0.17], [0.09, 0.01, -0.16], [0.04, 0.05, -0.12], [-0.13, -0.05, -0.06], [-0.17, -0.01, 0.09], [-0.13, -0.02, 0.03], [-0.04, -0.27, -0.21], [-0.05, -0.18, -0.09], [0.25, -0.47, 0.27], [-0.30, 0.99, 0.10], [-0.30, -0.61, -0.40], [0.04, 0.27, 0.19], [0.24, -0.16, 0.03], [-0.01, 0.14, 0.15], [0.19, 0.05, -0.13], [0.15, -0.19, -0.11], [-0.12, -0.13, -0.09], [0.03, 0.18, -0.14], [0.02, 0.06, 0.05], [-0.08, 0.03, -0.01], [-0.03, -0.32, 0.03], [0.12, -0.02, -0.09], [-0.35, 0.06, 0.14], [0.03, 0.80, -0.60], [0.23, -0.14, 0.31], [-0.09, 0.15, -0.43], [-0.10, -0.33, 0.18], [-0.32, 0.13, 0.36], [0.00, -0.02, -0.12], [0.30, -0.04, -0.02], [0.06, -0.05, -0.10], [0.13, -0.12, -0.17], [-0.07, -0.18, -0.03], [0.10, 0.09, 0.02], [0.09, -0.32, 0.14], [-0.01, -0.15, 0.27], [-0.08, -0.70, 0.65], [0.58, 0.26, 0.12], [-0.08, -0.04, -0.30], [-0.17, 0.01, 0.15], [-0.20, -0.02, 0.17], [0.08, -0.27, -0.10], [0.06, 0.12, 0.09], [0.02, 0.07, -0.09], [0.07, 0.13, 0.10], [-0.03, 0.02, -0.12], [-0.02, 0.17, -0.20], [0.02, 0.24, -0.27], [-0.24, 0.07, 0.06], [-0.04, 0.08, -0.15]]
}